(1)
Below is C14H7Cl5F6N4O6PdS2 as an isolated structure, with properties calculated with ωB97M-V/def2-TZVPD.

```
45
Properties=species:S:1:pos:R:3:forces:R:3
Pd 0.2454 0.4257 -1.1919 0.08 0.01 0.24
F 2.3546 1.4635 1.2795 0.00 -0.04 -0.02
C 1.3786 2.1178 1.8940 0.04 0.06 0.09
F 1.7506 3.3497 2.1534 -0.01 -0.03 -0.03
F 1.1003 1.4813 3.0457 -0.04 0.03 -0.07
S -0.1508 2.1343 0.8493 0.04 0.07 0.04
O -0.5248 0.7013 0.7391 0.06 -0.12 -0.01
O -1.0460 3.0419 1.4456 -0.03 -0.03 0.04
N 0.4062 2.3852 -0.6232 -0.19 0.05 -0.35
S 0.1045 3.7436 -1.5543 0.11 -0.21 0.30
O -0.4329 3.2726 -2.7879 0.01 0.02 -0.10
O -0.5077 4.7496 -0.7734 0.01 0.06 -0.04
C 1.8614 4.2277 -1.8687 -0.01 0.05 -0.02
F 2.4805 3.2259 -2.4888 0.01 -0.02 -0.01
F 1.8721 5.3035 -2.6241 0.00 0.00 0.00
F 2.4573 4.4640 -0.7106 0.00 0.00 0.00
Cl 0.6302 -1.1108 7.5522 -0.01 -0.01 -0.01
C 1.1026 -1.2351 5.9648 0.01 0.03 0.01
C 2.4102 -0.8842 5.6135 -0.01 0.01 0.02
C 2.7726 -0.9827 4.3007 0.05 0.01 0.01
Cl 4.2971 -0.5929 3.7751 -0.02 0.00 0.00
C 1.7773 -1.4320 3.2294 -0.14 0.03 0.19
O 2.0907 -1.4004 2.0795 0.12 -0.01 -0.22
C 0.4222 -1.8400 3.7126 0.01 -0.04 -0.02
C -0.6152 -2.3854 2.7607 0.02 0.07 -0.12
O -0.4192 -2.5451 1.5914 -0.03 -0.02 0.14
C 0.1195 -1.7194 5.0110 -0.04 -0.04 -0.01
H 3.1046 -0.5436 6.3696 0.00 0.00 0.00
H -1.5780 -2.6260 3.2432 -0.01 -0.01 0.00
H -0.8593 -1.9885 5.3916 0.00 0.00 0.00
N 0.7530 1.0455 -4.0605 0.01 0.03 0.01
C 1.5740 0.7895 -5.0859 0.08 0.09 0.04
C 2.5770 -0.0375 -4.6233 -0.07 -0.12 -0.04
C 2.2787 -0.2523 -3.2808 0.05 0.08 0.02
N 1.1849 0.4324 -2.9462 -0.11 -0.06 -0.04
H 0.0219 1.7428 -3.9954 -0.04 -0.01 0.02
H 1.3991 1.2231 -6.0561 0.00 0.01 0.00
H 3.4046 -0.4351 -5.1825 -0.01 -0.02 0.00
H 2.7931 -0.8505 -2.5471 0.01 0.01 0.00
Cl -2.2098 -4.3916 -0.9832 0.02 0.01 -0.01
C -0.6384 -4.0811 -1.7116 -0.01 -0.02 0.01
Cl 0.6375 -4.9987 -0.9103 -0.01 0.00 -0.01
Cl -0.6617 -4.3979 -3.4432 0.01 0.00 0.00
C -0.3306 -2.6512 -1.5331 -0.04 -0.07 0.06
N -0.0910 -1.5463 -1.3976 0.06 0.16 -0.12
```
Forces are in eV/Å.

Output
total energy = -5031.86650 hartree
frontier orbital gap = 5.45 eV
total charge = +2
energy above the lowest of the compared OMol25 structures with the same formula, charge and spin = 0.0 kJ/mol

Atomic partial charges in e from the Löwdin method, atoms 1 to 5: number 1, Pd, carries 1.00; number 2, F, carries 0.15; number 3, C, carries -0.67; number 4, F, carries 0.20; number 5, F, carries 0.14

---

(2)
Below is C14H7N5ReS2SbSe4 as an isolated structure, with properties calculated with ωB97M-V/def2-TZVPD.

```
34
Properties=species:S:1:pos:R:3:forces:R:3
Re -0.0799 1.7346 -1.6881 0.18 0.58 0.46
S 0.8065 3.6027 -1.0329 0.31 -0.24 -0.51
C -0.4302 4.8225 -0.8309 0.00 0.12 0.16
C -0.0804 6.1898 -0.7576 1.22 2.47 -0.31
N 0.2521 7.3078 -0.8285 -0.67 -2.15 0.26
C -1.7015 4.4111 -0.7221 0.05 -0.99 -0.13
S -2.0011 2.6934 -1.0332 -0.49 -0.01 -0.36
C -2.7640 5.2725 -0.3724 -0.37 0.06 0.11
N -3.6101 5.9668 -0.0220 -0.03 0.00 -0.07
Se 1.4300 3.8079 -7.5024 -0.15 0.01 0.31
Sb 1.4673 3.9263 -5.2046 0.81 0.26 0.48
Se -0.2011 1.9231 -4.2398 -0.60 0.43 0.41
Se 1.3753 0.5531 -3.2982 0.47 -0.53 0.13
Se 2.7948 4.6421 -3.3763 -0.55 -0.14 -0.76
N -0.4873 -7.7526 3.2076 0.22 1.03 -0.39
C -0.2843 -6.6998 2.7734 0.10 -1.23 0.18
C -0.0982 -5.3889 2.2275 0.13 0.96 -0.37
C 0.8948 -5.0446 1.2867 0.20 -0.77 -0.20
C 0.9889 -3.7378 0.7986 -0.83 -0.53 1.16
C 0.0950 -2.7910 1.2540 -0.16 -0.28 1.42
C -0.8806 -3.1132 2.1991 -0.33 0.84 0.71
C -0.9636 -4.3800 2.6960 -0.85 -1.65 0.59
N 0.3147 -1.4045 0.9923 0.14 0.94 -1.43
C 0.4311 -0.3746 1.9114 -0.60 0.25 0.98
C 0.5929 0.7987 1.2035 -1.50 -0.95 0.24
N 0.4383 0.4627 -0.1630 0.98 0.24 0.29
C 0.3822 -0.8822 -0.2325 -0.28 0.37 1.26
H 1.6414 -5.7880 0.9298 -0.78 0.54 0.44
H 1.8178 -3.4234 0.2347 0.91 0.12 -0.89
H -1.5437 -2.4087 2.7248 0.41 0.14 -0.87
H -1.7559 -4.6486 3.4592 1.16 0.41 -1.01
H 0.1997 -0.6451 2.9821 0.85 0.79 -1.32
H 0.5512 1.8426 1.5264 0.27 -0.67 -0.05
H 0.4083 -1.4748 -1.1024 -0.21 -0.44 -0.91
```
Forces are in eV/Å.

Output
total energy = -11531.43977 hartree
frontier orbital gap (spin up / spin down) = 5.06 / 4.93 eV
total charge = +2
energy above the lowest of the compared OMol25 structures with the same formula, charge and spin = 82.1 kJ/mol

Atomic partial charges in e from the Löwdin method, atoms 1 to 5: number 1, Re, carries 0.46; number 2, S, carries 0.65; number 3, C, carries -0.61; number 4, C, carries -0.21; number 5, N, carries 0.26

---

Repeat the first record exactly.
Below is C14H7Cl5F6N4O6PdS2 as an isolated structure, with properties calculated with ωB97M-V/def2-TZVPD.

```
45
Properties=species:S:1:pos:R:3:forces:R:3
Pd 0.2454 0.4257 -1.1919 0.08 0.01 0.24
F 2.3546 1.4635 1.2795 0.00 -0.04 -0.02
C 1.3786 2.1178 1.8940 0.04 0.06 0.09
F 1.7506 3.3497 2.1534 -0.01 -0.03 -0.03
F 1.1003 1.4813 3.0457 -0.04 0.03 -0.07
S -0.1508 2.1343 0.8493 0.04 0.07 0.04
O -0.5248 0.7013 0.7391 0.06 -0.12 -0.01
O -1.0460 3.0419 1.4456 -0.03 -0.03 0.04
N 0.4062 2.3852 -0.6232 -0.19 0.05 -0.35
S 0.1045 3.7436 -1.5543 0.11 -0.21 0.30
O -0.4329 3.2726 -2.7879 0.01 0.02 -0.10
O -0.5077 4.7496 -0.7734 0.01 0.06 -0.04
C 1.8614 4.2277 -1.8687 -0.01 0.05 -0.02
F 2.4805 3.2259 -2.4888 0.01 -0.02 -0.01
F 1.8721 5.3035 -2.6241 0.00 0.00 0.00
F 2.4573 4.4640 -0.7106 0.00 0.00 0.00
Cl 0.6302 -1.1108 7.5522 -0.01 -0.01 -0.01
C 1.1026 -1.2351 5.9648 0.01 0.03 0.01
C 2.4102 -0.8842 5.6135 -0.01 0.01 0.02
C 2.7726 -0.9827 4.3007 0.05 0.01 0.01
Cl 4.2971 -0.5929 3.7751 -0.02 0.00 0.00
C 1.7773 -1.4320 3.2294 -0.14 0.03 0.19
O 2.0907 -1.4004 2.0795 0.12 -0.01 -0.22
C 0.4222 -1.8400 3.7126 0.01 -0.04 -0.02
C -0.6152 -2.3854 2.7607 0.02 0.07 -0.12
O -0.4192 -2.5451 1.5914 -0.03 -0.02 0.14
C 0.1195 -1.7194 5.0110 -0.04 -0.04 -0.01
H 3.1046 -0.5436 6.3696 0.00 0.00 0.00
H -1.5780 -2.6260 3.2432 -0.01 -0.01 0.00
H -0.8593 -1.9885 5.3916 0.00 0.00 0.00
N 0.7530 1.0455 -4.0605 0.01 0.03 0.01
C 1.5740 0.7895 -5.0859 0.08 0.09 0.04
C 2.5770 -0.0375 -4.6233 -0.07 -0.12 -0.04
C 2.2787 -0.2523 -3.2808 0.05 0.08 0.02
N 1.1849 0.4324 -2.9462 -0.11 -0.06 -0.04
H 0.0219 1.7428 -3.9954 -0.04 -0.01 0.02
H 1.3991 1.2231 -6.0561 0.00 0.01 0.00
H 3.4046 -0.4351 -5.1825 -0.01 -0.02 0.00
H 2.7931 -0.8505 -2.5471 0.01 0.01 0.00
Cl -2.2098 -4.3916 -0.9832 0.02 0.01 -0.01
C -0.6384 -4.0811 -1.7116 -0.01 -0.02 0.01
Cl 0.6375 -4.9987 -0.9103 -0.01 0.00 -0.01
Cl -0.6617 -4.3979 -3.4432 0.01 0.00 0.00
C -0.3306 -2.6512 -1.5331 -0.04 -0.07 0.06
N -0.0910 -1.5463 -1.3976 0.06 0.16 -0.12
```
Forces are in eV/Å.

Output
total energy = -5031.86650 hartree
frontier orbital gap = 5.45 eV
total charge = +2
energy above the lowest of the compared OMol25 structures with the same formula, charge and spin = 0.0 kJ/mol

Atomic partial charges in e from the Löwdin method, atoms 1 to 5: number 1, Pd, carries 1.00; number 2, F, carries 0.15; number 3, C, carries -0.67; number 4, F, carries 0.20; number 5, F, carries 0.14